Entry from the Open Molecules 2025 dataset: C39H36FeO2P as an isolated structure (ωB97M-V/def2-TZVPD).

Each line ends with the Löwdin charge.
Cartesian coordinates (Å):
1 C 4.048 2.297 -2.254  -0.086
2 C 3.351 2.052 -0.964  -0.244
3 O 2.033 1.569 -1.349  -0.029
4 C 1.294 1.211 -0.267  -0.627
5 C -0.059 0.701 -0.514  -0.174
6 P -1.153 1.432 0.647  1.036
7 C -1.035 3.234 0.964  -0.341
8 C -2.190 3.990 1.260  -0.162
9 C -2.117 5.369 1.473  -0.154
10 C -0.886 6.026 1.406  -0.190
11 C 0.271 5.283 1.177  -0.143
12 C 0.203 3.899 1.002  -0.125
13 C -2.914 1.191 0.293  -0.288
14 C -3.724 0.333 1.055  -0.074
15 C -5.102 0.303 0.847  -0.099
16 C -5.678 1.082 -0.156  -0.105
17 C -4.867 1.857 -0.989  -0.092
18 C -3.490 1.908 -0.774  -0.093
19 C -0.836 0.643 2.254  -0.290
20 C -1.163 1.282 3.458  -0.063
21 C -0.876 0.663 4.676  -0.093
22 C -0.271 -0.598 4.692  -0.107
23 C 0.029 -1.253 3.492  -0.088
24 C -0.257 -0.633 2.271  -0.077
25 O 1.826 1.232 0.861  -0.035
26 H 5.043 2.691 -2.057  0.073
27 H 4.182 1.356 -2.802  0.067
28 H 3.481 2.995 -2.872  0.081
29 H 3.857 1.319 -0.327  0.109
30 H 3.232 2.989 -0.409  0.123
31 H -0.356 0.580 -1.539  0.039
32 H -3.165 3.503 1.325  0.084
33 H -3.032 5.919 1.688  0.079
34 H -0.826 7.106 1.545  0.066
35 H 1.239 5.783 1.139  0.083
36 H 1.123 3.325 0.922  0.069
37 H -3.265 -0.308 1.807  0.107
38 H -5.731 -0.349 1.455  0.099
39 H -6.755 1.055 -0.314  0.094
40 H -5.300 2.425 -1.816  0.100
41 H -2.854 2.513 -1.421  0.118
42 H -1.642 2.263 3.444  0.107
43 H -1.131 1.170 5.606  0.095
44 H -0.031 -1.081 5.639  0.091
45 H 0.487 -2.244 3.497  0.092
46 H -0.036 -1.131 1.322  0.082
47 C 4.183 -4.710 -1.154  -0.163
48 C 2.798 -4.948 -0.771  -0.149
49 C 2.503 -4.111 0.377  -0.164
50 C 3.697 -3.359 0.699  -0.122
51 C 4.731 -3.729 -0.243  -0.162
52 Fe 3.132 -3.067 -1.191  0.346
53 C 3.722 -1.219 -1.623  -0.127
54 C 3.526 -1.989 -2.826  -0.136
55 C 2.163 -2.477 -2.831  -0.070
56 C 1.465 -1.915 -1.665  -0.236
57 C 0.194 -2.192 -1.034  -0.013
58 C -1.178 -2.011 -1.364  -0.238
59 C -2.107 -2.726 -0.546  -0.049
60 C -3.468 -2.651 -0.772  -0.107
61 C -3.958 -1.820 -1.789  -0.110
62 C -3.074 -1.118 -2.619  -0.090
63 C -1.695 -1.221 -2.425  -0.048
64 C 2.494 -1.291 -0.857  -0.133
65 H 4.747 -5.265 -1.905  0.108
66 H 2.139 -5.729 -1.155  0.112
67 H 1.607 -4.167 0.995  0.110
68 H 3.818 -2.699 1.565  0.130
69 H 5.768 -3.393 -0.233  0.113
70 H 4.593 -0.624 -1.365  0.118
71 H 4.265 -2.099 -3.609  0.108
72 H 1.699 -3.050 -3.631  0.117
73 H 0.315 -2.988 -0.274  0.092
74 H -1.711 -3.358 0.264  0.112
75 H -4.149 -3.225 -0.135  0.102
76 H -5.033 -1.733 -1.913  0.094
77 H -3.454 -0.481 -3.416  0.101
78 H -0.981 -0.695 -3.077  0.117
79 H 2.289 -0.891 0.130  0.123

Its HOMO energy (spin up / spin down) is -0.3 / -4.3 eV. As for the total energy: -88792.636 eV. The calculation puts the HOMO-LUMO gap (spin up / spin down) at 2.73 / 6.11 eV. The multiplicity is 5. The calculation puts the energy relative to the best compared isomer or geometry (same formula, charge and spin) at 18.4 kcal/mol. Its charge is -1.